Here is a structure of composition C37H43N6ORbS4 at a distorted geometry from the OMol25 dataset. Energies are from ωB97M-V/def2-TZVPD.

The energy above the lowest of the compared OMol25 structures with the same formula, charge and spin is 1.389 eV. For the highest occupied orbital energy, the calculation gives -0.058 Eh. Its total charge is -2. The LUMO energy comes out at 3.66 eV.

Last column: Mulliken charge in e.
Positions of all 92 atoms, in Å:
Rb (-0.14272, -0.16932, -0.13479)  1.0166
C (3.03339, 0.78526, -2.83366)  -1.1814
N (2.15955, 1.64958, -2.04723)  0.8854
C (1.18699, 2.32066, -2.89005)  -1.3210
C (0.13487, 1.38917, -3.50415)  -1.1552
N (-1.17608, 1.51271, -2.88279)  1.0044
C (-2.11230, 0.59442, -3.51223)  -1.0413
C (-1.70814, 2.82855, -2.75202)  -0.3741
C (-1.30633, 3.86494, -3.58671)  0.0979
C (-1.72569, 5.17508, -3.39299)  -0.8822
C (-2.58023, 5.45182, -2.33447)  -0.4923
C (-3.03698, 4.42376, -1.52750)  -0.7661
C (-2.65138, 3.08305, -1.71692)  0.1199
S (-3.34724, 1.84139, -0.73386)  -0.3100
C (2.84837, 2.52327, -1.14549)  -0.0491
C (2.79270, 3.90577, -1.32162)  -0.1815
C (3.34663, 4.79438, -0.40924)  -1.0269
C (3.99154, 4.29720, 0.71056)  -0.5578
C (4.10014, 2.92869, 0.88162)  -0.8156
C (3.56388, 2.00184, -0.02878)  0.5694
S (3.82210, 0.31002, 0.27935)  -0.5198
H (3.38087, 1.30521, -3.74405)  0.2563
H (2.51239, -0.12876, -3.13084)  0.2191
H (3.89114, 0.49346, -2.23493)  0.4871
H (1.69671, 2.86571, -3.70474)  0.3134
H (0.66543, 3.05174, -2.27837)  0.8703
H (0.44351, 0.34760, -3.37881)  0.6424
H (0.07393, 1.56478, -4.59429)  -0.0249
H (-2.17115, 0.76893, -4.60233)  0.2824
H (-3.10032, 0.73249, -3.07994)  0.3489
H (-1.80047, -0.43518, -3.34696)  0.1585
H (-0.62368, 3.65359, -4.40446)  0.2519
H (-1.37935, 5.96432, -4.05034)  0.3462
H (-2.88717, 6.47412, -2.13750)  0.3427
H (-3.71325, 4.63254, -0.70811)  0.3667
H (2.29262, 4.32497, -2.18485)  0.3694
H (3.26676, 5.86138, -0.58107)  0.3599
H (4.40534, 4.97240, 1.45235)  0.3491
H (4.61110, 2.52789, 1.74770)  0.3857
C (-1.36503, 2.20061, 2.29610)  -1.1450
N (-1.16537, 0.76246, 2.24180)  0.0192
C (-2.05028, 0.03635, 2.80504)  -0.2753
C (-2.10059, -1.40058, 2.81085)  -0.1401
C (-2.88122, -2.15328, 3.70348)  -1.0238
C (-2.63638, -3.49493, 3.41067)  -1.2826
C (-1.73396, -3.47890, 2.34014)  -0.1196
N (-1.40887, -2.22883, 1.96199)  0.0452
C (-0.54656, 2.88193, 3.36780)  0.7262
C (-1.10330, 3.90347, 4.13116)  -0.4255
C (-0.35174, 4.57300, 5.08657)  -0.5319
C (0.97387, 4.22196, 5.29657)  -0.4199
C (1.53668, 3.19972, 4.54292)  -0.6273
C (0.78519, 2.53534, 3.58726)  -0.1688
H (-2.42289, 2.45236, 2.42956)  0.4359
H (-1.05820, 2.61572, 1.32971)  0.1284
H (-2.87533, 0.51202, 3.35892)  0.2532
H (-3.52563, -1.74861, 4.47249)  0.3969
H (-3.04557, -4.36365, 3.90693)  0.4295
H (-1.31634, -4.33787, 1.82694)  0.6900
H (-2.13783, 4.18265, 3.96315)  0.3512
H (-0.80065, 5.37216, 5.66578)  0.3508
H (1.56583, 4.74513, 6.03854)  0.3499
H (2.57302, 2.92396, 4.69786)  0.3787
H (1.22854, 1.74395, 2.99439)  0.4647
C (3.67810, -2.76298, -0.89318)  -1.1896
S (1.98838, -2.34861, -0.38506)  0.5471
C (1.83372, -3.71476, 0.80888)  -0.6398
O (1.12062, -2.72497, -1.53829)  -0.6239
H (3.72969, -3.80640, -1.20303)  0.3717
H (4.33054, -2.54132, -0.04914)  0.4035
H (3.92005, -2.09181, -1.71355)  0.2439
H (2.61636, -3.60591, 1.55983)  0.5078
H (1.91281, -4.65903, 0.26953)  0.2119
H (0.85318, -3.61997, 1.27609)  -0.1592
N (-2.51090, -3.03292, -0.93556)  -0.0391
C (-1.96316, -3.65069, -1.99068)  -0.1611
S (-2.33038, -3.29528, -3.57855)  -0.3942
N (-1.08733, -4.67818, -1.74466)  0.0725
C (-1.00526, -5.57678, -0.69621)  0.5961
C (-1.96188, -5.66321, 0.31894)  -0.7341
C (-1.82098, -6.60287, 1.32630)  -0.1149
C (-0.74177, -7.47514, 1.35027)  -0.6114
C (0.19713, -7.40796, 0.32869)  -0.3933
C (0.06689, -6.47708, -0.68465)  -0.7001
H (-3.05076, -2.20355, -1.13260)  0.3265
H (-2.05121, -3.03846, -0.02331)  -0.0296
H (-0.44878, -4.81810, -2.50793)  0.2373
H (-2.80789, -4.99037, 0.31698)  0.6738
H (-2.57105, -6.64897, 2.10627)  0.3213
H (-0.63128, -8.19198, 2.15360)  0.3759
H (1.04149, -8.08683, 0.32262)  0.3677
H (0.79878, -6.43139, -1.48373)  0.3289

Here is a structure of composition C37H43N6ORbS4 from the OMol25 dataset. Energies are from ωB97M-V/def2-TZVPD.

The energy above the lowest of the compared OMol25 structures with the same formula, charge and spin is 0.871 eV. For the highest occupied orbital energy, the calculation gives -0.052 Eh. Its total charge is -2. The LUMO energy comes out at 3.73 eV.

Last column: Mulliken charge in e.
Positions of all 92 atoms, in Å:
Rb (-2.94824, 1.10947, -0.72732)  0.6832
C (-3.25451, -2.97934, -0.37840)  -0.9439
N (-2.45111, -1.94600, 0.27275)  0.9694
C (-1.03167, -2.13511, 0.05644)  -0.3492
C (-0.63513, -2.49408, -1.37687)  -2.3126
N (-1.12846, -1.61801, -2.40135)  1.3741
C (-0.45656, -0.34084, -2.46531)  -0.7211
C (-1.35174, -2.19530, -3.68709)  -0.4912
C (-0.54684, -3.24123, -4.13078)  0.1158
C (-0.73867, -3.84275, -5.36825)  -1.0180
C (-1.75459, -3.35785, -6.18302)  -0.3798
C (-2.54785, -2.30700, -5.75848)  -0.6839
C (-2.39604, -1.68239, -4.50292)  0.2801
S (-3.45490, -0.39606, -4.02671)  -0.4634
C (-2.82671, -1.70645, 1.63224)  -0.1081
C (-1.92668, -1.95930, 2.67175)  -0.0462
C (-2.26529, -1.79511, 4.01042)  -0.7064
C (-3.54240, -1.35560, 4.32456)  -0.8006
C (-4.43143, -1.05687, 3.30594)  -0.5521
C (-4.12797, -1.19693, 1.93760)  0.2552
S (-5.32826, -0.75080, 0.75769)  -0.4882
H (-4.29361, -2.85274, -0.08906)  0.4434
H (-2.90660, -3.98615, -0.08749)  0.2799
H (-3.19784, -2.86505, -1.46097)  0.0669
H (-0.62504, -2.97186, 0.65844)  0.0595
H (-0.52202, -1.23026, 0.40149)  0.5808
H (-0.99781, -3.49934, -1.58897)  0.6525
H (0.47817, -2.56635, -1.38033)  0.3823
H (0.61313, -0.44703, -2.73892)  0.2542
H (-0.50984, 0.16546, -1.50131)  -0.3384
H (-0.94844, 0.30541, -3.19109)  0.2892
H (0.25364, -3.59648, -3.49035)  0.3327
H (-0.10525, -4.66299, -5.68565)  0.3464
H (-1.93374, -3.80366, -7.15645)  0.3227
H (-3.34410, -1.93751, -6.39334)  0.3638
H (-0.93258, -2.32060, 2.44974)  0.2961
H (-1.53775, -2.01775, 4.78366)  0.3242
H (-3.84246, -1.22228, 5.35926)  0.3062
H (-5.41885, -0.67953, 3.54153)  0.3462
C (2.31604, 3.85741, 0.19041)  -1.2436
N (1.09513, 3.44106, -0.46729)  0.0868
C (0.71481, 4.18478, -1.45126)  -0.3622
C (-0.37227, 4.03219, -2.35336)  -0.0932
C (-0.51063, 4.86710, -3.48533)  -0.7043
C (-1.59875, 4.37982, -4.19312)  -0.9960
C (-2.07145, 3.27842, -3.44925)  -0.2802
N (-1.34096, 3.05547, -2.34943)  0.2930
C (3.54850, 3.11357, -0.29318)  0.8366
C (4.67099, 3.03606, 0.52787)  -0.4399
C (5.81855, 2.38226, 0.10835)  -0.6212
C (5.85893, 1.78383, -1.14514)  -0.3797
C (4.74233, 1.84660, -1.96553)  -0.7529
C (3.59465, 2.50619, -1.54272)  -0.2266
H (2.22598, 3.67177, 1.26573)  0.0815
H (2.49922, 4.93680, 0.06313)  0.5886
H (1.31403, 5.08311, -1.67335)  0.1587
H (0.12968, 5.70201, -3.73794)  0.4139
H (-2.00273, 4.74627, -5.12540)  0.4112
H (-2.89016, 2.61994, -3.71391)  0.2964
H (4.62955, 3.47422, 1.51921)  0.3392
H (6.67708, 2.32299, 0.76690)  0.3575
H (6.74971, 1.26130, -1.47253)  0.3743
H (4.75587, 1.37203, -2.93936)  0.3861
H (2.71850, 2.53679, -2.17829)  0.4007
C (-1.68548, 1.78006, 4.01506)  -0.7682
S (-1.59255, 2.06829, 2.25174)  0.9332
C (-0.72167, 3.63426, 2.31672)  -0.9749
O (-2.97708, 2.40600, 1.79654)  -0.7922
H (-2.16907, 2.63831, 4.48346)  0.4630
H (-0.67444, 1.62477, 4.39193)  0.2176
H (-2.28138, 0.87893, 4.15030)  -0.0116
H (0.25100, 3.48390, 2.78385)  0.1588
H (-1.34369, 4.33700, 2.87243)  0.5134
H (-0.58766, 3.95716, 1.28547)  0.0616
N (1.30198, 0.66462, 0.36645)  0.3839
C (1.71794, 0.18622, 1.53562)  0.7720
S (1.97325, 1.16074, 2.88354)  -0.3905
N (1.95556, -1.16059, 1.52837)  -0.0006
C (2.25415, -2.01108, 2.61294)  -0.2638
C (1.58550, -1.92483, 3.82968)  0.3335
C (1.87778, -2.83155, 4.83540)  -1.0161
C (2.81684, -3.83605, 4.63997)  -0.4564
C (3.46903, -3.92993, 3.41968)  -0.4553
C (3.19444, -3.01680, 2.41306)  -0.4297
H (1.09287, 1.65726, 0.19337)  -0.3298
H (1.19180, 0.05504, -0.42981)  0.1144
H (1.86896, -1.62646, 0.63712)  0.1359
H (0.83815, -1.15828, 3.97216)  0.4499
H (1.34718, -2.76159, 5.77682)  0.3560
H (3.03035, -4.54518, 5.42978)  0.3667
H (4.19903, -4.71125, 3.24806)  0.3652
H (3.71068, -3.07474, 1.46200)  0.4176

no.,HOMO-LUMO gap (eV)
1,5.245
2,5.133